The following is a DFT calculation (ωB97M-V/def2-TZVPD) of C41H48IN4O5Sc as an isolated structure.

Positions of all 100 atoms, in Å:
Sc 0.068 -0.330 -0.223
C -2.887 2.496 -3.579
C -2.105 2.640 -2.265
C -2.794 3.662 -1.354
C -0.662 3.004 -2.565
C -0.364 4.331 -2.874
C 0.887 4.703 -3.329
C 1.847 3.726 -3.529
C 1.593 2.393 -3.226
C 2.657 1.350 -3.516
C 3.591 1.222 -2.319
C 3.443 1.631 -4.797
C 0.348 2.035 -2.676
N 0.103 0.668 -2.290
C -0.201 -0.140 -3.328
O -0.262 0.139 -4.523
C -0.473 -1.570 -2.927
C -0.750 -2.557 -3.848
C -0.991 -3.843 -3.378
C -0.942 -4.109 -2.016
C -0.670 -3.065 -1.156
N -0.467 -1.830 -1.619
C -0.645 -3.249 0.347
O -0.577 -4.397 0.773
N -0.766 -2.088 1.033
C -1.092 -2.243 2.419
C -0.205 -1.822 3.419
C -0.576 -1.935 4.760
C -1.808 -2.435 5.122
C -2.685 -2.854 4.129
C -2.357 -2.777 2.782
C -3.364 -3.272 1.745
C -4.478 -4.136 2.334
C -3.988 -2.109 0.966
C 1.184 -1.286 3.108
C 1.474 0.031 3.835
C 2.260 -2.333 3.419
H -3.920 2.185 -3.385
H -2.415 1.762 -4.235
H -2.913 3.455 -4.105
H -2.110 1.673 -1.772
H -2.906 4.627 -1.852
H -2.229 3.832 -0.432
H -3.799 3.323 -1.092
H -1.138 5.086 -2.791
H 1.101 5.739 -3.562
H 2.811 4.006 -3.941
H 2.147 0.400 -3.656
H 4.160 2.149 -2.176
H 4.301 0.397 -2.438
H 3.004 1.040 -1.427
H 4.134 2.470 -4.671
H 2.779 1.855 -5.636
H 4.041 0.755 -5.060
H -0.764 -2.295 -4.897
H -1.213 -4.641 -4.077
H -1.100 -5.094 -1.597
H 0.123 -1.631 5.533
H -2.085 -2.521 6.167
H -3.644 -3.263 4.423
H -2.827 -3.908 1.045
H -5.154 -3.552 2.967
H -4.082 -4.966 2.923
H -5.075 -4.556 1.521
H -4.497 -1.430 1.658
H -4.725 -2.482 0.246
H -3.221 -1.558 0.428
H 1.229 -1.107 2.042
H 1.360 -0.074 4.916
H 0.795 0.825 3.512
H 2.504 0.349 3.644
H 2.269 -2.569 4.488
H 3.253 -1.963 3.141
H 2.068 -3.259 2.871
C 2.229 2.989 1.664
C 2.035 1.581 1.192
O 0.870 1.254 0.868
C 3.149 0.671 1.127
C 4.394 1.037 1.687
C 5.474 0.203 1.629
C 5.342 -1.040 0.978
C 4.156 -1.420 0.408
C 3.027 -0.578 0.463
O 1.924 -0.947 -0.120
H 1.299 3.537 1.538
H 3.019 3.476 1.091
H 2.516 2.999 2.719
H 4.490 1.994 2.186
H 6.417 0.492 2.073
H 6.195 -1.706 0.926
H 4.042 -2.371 -0.099
N -3.962 1.111 0.551
C -2.666 1.159 0.823
O -1.858 0.500 0.152
C -2.226 2.039 1.954
I -2.618 1.036 3.803
H -4.291 0.478 -0.158
H -4.631 1.612 1.108
H -2.772 2.976 1.976
H -1.158 2.205 1.889

Forces on atoms 1 to 6 (eV/Å):
-0.7 0.3 0.1
0.0 0.0 0.0
0.0 0.1 0.0
0.0 0.0 0.0
0.0 0.1 0.0
0.0 0.0 0.0

Output
F_max, eV/Å: 0.88
E_tot, hartree: -3245.100739
E_HOMO, eV: -7.97
HOMO-LUMO gap, eV: 7.33
LUMO level, Eh: -0.02359

***

The following is a DFT calculation (ωB97M-V/def2-TZVPD) of C41H48N4O6OsP2S4 as an isolated structure.

Positions of all 106 atoms, in Å:
Os 0.730 -1.722 1.921
C -5.340 4.271 1.169
S -5.001 2.786 0.208
C -3.599 2.145 1.147
C -3.230 0.782 0.583
C -1.979 0.165 1.199
N -0.734 1.015 1.170
P 0.008 1.008 -0.289
C -1.145 1.290 -1.628
C -1.567 2.622 -1.744
C -2.512 2.964 -2.695
C -3.019 1.994 -3.550
C -2.592 0.679 -3.445
C -1.665 0.321 -2.479
C 1.292 2.233 -0.338
C 1.099 3.422 0.370
C 2.039 4.433 0.271
C 3.158 4.265 -0.535
C 3.347 3.083 -1.238
C 2.417 2.062 -1.141
P 0.333 0.414 2.581
C -0.758 0.949 3.918
C -0.802 0.228 5.108
C -1.577 0.687 6.165
C -2.310 1.855 6.039
C -2.264 2.583 4.855
C -1.488 2.136 3.800
C 1.755 1.516 2.724
C 1.738 2.607 3.596
C 2.868 3.394 3.755
C 4.027 3.097 3.054
C 4.059 2.003 2.197
C 2.936 1.212 2.043
H -6.194 4.762 0.707
H -4.491 4.954 1.153
H -5.598 4.016 2.196
H -3.861 2.067 2.205
H -2.757 2.838 1.059
H -3.150 0.852 -0.501
H -4.042 0.076 0.781
H -1.777 -0.811 0.718
H -2.178 -0.040 2.250
H -1.170 3.389 -1.093
H -2.853 3.987 -2.768
H -3.753 2.266 -4.297
H -2.988 -0.078 -4.110
H -1.386 -0.719 -2.386
H 0.239 3.544 1.015
H 1.902 5.349 0.829
H 3.891 5.056 -0.607
H 4.228 2.950 -1.852
H 2.598 1.128 -1.658
H -0.222 -0.677 5.215
H -1.604 0.125 7.089
H -2.914 2.207 6.865
H -2.827 3.502 4.759
H -1.445 2.710 2.883
H 0.857 2.839 4.176
H 2.847 4.227 4.445
H 4.913 3.703 3.191
H 4.970 1.751 1.671
H 2.993 0.337 1.412
O 3.604 -3.200 4.203
S 2.674 -2.107 3.967
O 2.688 -1.832 2.432
O 2.854 -0.910 4.721
S 0.725 -2.756 4.049
N 2.918 -5.264 2.541
C 3.071 -5.110 1.068
C 2.189 -3.988 0.552
O 2.484 -3.430 -0.492
O 1.134 -3.777 1.270
H 1.930 -5.358 2.791
H 3.281 -4.433 3.086
H 3.436 -6.073 2.883
H 2.761 -6.036 0.584
H 4.115 -4.918 0.838
C 2.057 0.452 -5.462
C 1.303 -0.720 -4.847
C 1.541 -0.790 -3.349
N 0.738 -1.880 -2.772
C 0.430 -2.062 -1.522
S 1.150 -0.957 -0.262
N -0.288 -3.089 -1.066
C -0.556 -4.293 -1.847
O -0.179 -5.332 -1.396
C -1.293 -4.119 -3.116
C -0.983 -4.968 -4.178
C -1.677 -4.851 -5.371
C -2.698 -3.918 -5.489
C -3.028 -3.093 -4.420
C -2.319 -3.180 -3.233
H 1.898 0.490 -6.538
H 3.131 0.364 -5.289
H 1.718 1.400 -5.040
H 1.626 -1.658 -5.307
H 0.229 -0.620 -5.033
H 1.239 0.150 -2.887
H 2.591 -0.978 -3.117
H 0.425 -2.589 -3.432
H -0.022 -3.349 -0.096
H -0.206 -5.712 -4.055
H -1.436 -5.500 -6.202
H -3.254 -3.846 -6.415
H -3.856 -2.403 -4.505
H -2.597 -2.567 -2.383

Forces on atoms 1 to 6 (eV/Å):
-0.2 0.0 -0.2
0.0 0.0 0.0
0.0 0.0 0.0
0.0 0.0 0.0
-0.1 0.0 0.0
0.0 0.0 0.0

Output
F_max, eV/Å: 0.39
E_tot, hartree: -4627.351023
Total charge: +2
E_HOMO, eV: -12.66
HOMO-LUMO gap, eV: 6.81
LUMO level, Eh: -0.21504

***

The following is a DFT calculation (ωB97M-V/def2-TZVPD) of C41H48N4O6P2ReSTe as an isolated structure in a non-equilibrium geometry.

Positions of all 104 atoms, in Å:
Re -0.031 -0.333 0.928
N -1.721 0.857 -1.413
C -2.751 -0.187 -1.499
C -3.231 -0.502 -2.942
C -2.236 -0.337 -4.106
C -1.488 -1.602 -4.548
N 0.011 -3.478 -3.810
C 2.149 -1.704 -3.322
N 3.118 -0.692 -3.591
N 1.187 -2.915 -1.379
C -2.372 -1.500 -0.747
O -3.177 -2.400 -0.769
O -1.201 -1.613 -0.206
H -1.957 1.568 -2.106
H -0.830 0.439 -1.690
H -3.629 0.172 -0.948
H -4.074 0.161 -3.145
H -3.624 -1.519 -2.944
H -1.515 0.462 -3.904
H -2.816 -0.009 -4.972
H -0.907 -1.368 -5.444
H -2.225 -2.362 -4.815
H 0.556 -3.742 -2.976
H 3.270 -0.530 -4.577
H 2.969 0.174 -3.099
H 0.359 -2.852 -0.794
H 1.964 -3.296 -0.855
O -1.283 2.760 2.460
S -0.931 1.196 2.745
O 1.149 -0.128 4.433
O -1.746 0.598 1.619
O 0.487 1.225 2.153
C 3.622 -1.737 1.094
C 3.473 -0.699 -0.019
P 1.754 -0.354 -0.608
C 1.889 1.406 -1.136
C 2.191 2.259 -0.066
C 2.289 3.629 -0.240
C 2.091 4.183 -1.498
C 1.756 3.358 -2.557
C 1.634 1.987 -2.376
C 1.487 -1.643 -1.956
C 0.651 -1.310 -3.174
C -0.572 -2.182 -3.476
C 0.686 -3.706 -4.939
C 2.087 -3.807 -4.803
C 2.696 -2.952 -3.937
C 2.961 -1.334 2.416
P 1.176 -1.764 2.384
C 1.058 -3.566 2.561
C 1.624 -4.112 3.713
C 1.535 -5.471 3.947
C 0.900 -6.293 3.029
C 0.335 -5.751 1.887
C 0.395 -4.385 1.656
C 0.428 -1.165 3.910
C -0.858 -1.586 4.173
C -1.826 -1.044 5.045
C -1.706 0.118 5.773
C -0.549 0.940 5.882
C 0.677 0.792 5.313
H 4.691 -1.863 1.268
H 3.224 -2.704 0.780
H 4.050 -1.008 -0.895
H 3.885 0.249 0.328
H 2.367 1.828 0.911
H 2.559 4.261 0.594
H 2.210 5.244 -1.655
H 1.602 3.776 -3.539
H 1.365 1.404 -3.242
H 0.485 -0.266 -3.387
H -1.148 -2.334 -2.562
H 0.170 -3.726 -5.889
H 2.675 -4.463 -5.424
H 3.774 -2.973 -3.861
H 3.041 -0.261 2.593
H 3.428 -1.860 3.251
H 2.115 -3.472 4.431
H 1.955 -5.887 4.850
H 0.831 -7.353 3.220
H -0.165 -6.394 1.180
H -0.089 -3.944 0.798
H -1.144 -2.467 3.611
H -2.751 -1.592 5.122
H -2.558 0.427 6.359
H -0.633 1.774 6.563
H 1.469 1.492 5.542
C -0.556 4.812 0.712
Te -0.965 2.725 0.500
C -2.977 3.338 0.203
C -3.052 4.791 0.610
C -4.280 5.441 0.684
C -4.341 6.776 1.044
C -3.180 7.467 1.348
C -1.956 6.828 1.272
C -1.884 5.493 0.888
H -0.051 5.166 -0.189
H 0.102 4.980 1.567
H -3.600 2.699 0.839
H -3.270 3.194 -0.838
H -5.186 4.905 0.450
H -5.294 7.273 1.090
H -3.228 8.503 1.638
H -1.052 7.370 1.498

Forces on atoms 1 to 6 (eV/Å):
0.0 -3.3 -1.7
0.1 -0.5 0.0
-0.2 -0.6 0.2
0.0 0.1 -0.1
0.0 -0.2 -0.1
0.1 0.1 0.3

Output
F_max, eV/Å: 4.29
E_tot, hartree: -3688.052420
2S+1: 4
Total charge: +2
E_HOMO (spin up / spin down), eV: -10.10 / -12.83
HOMO-LUMO gap (spin up / spin down), eV: 3.60 / 5.55
LUMO level (spin up / spin down), Eh: -0.23913 / -0.26772

***

The following is a DFT calculation (ωB97M-V/def2-TZVPD) of C41H48N5O5PS3V as an isolated structure in a non-equilibrium geometry.

Positions of all 104 atoms, in Å:
V -0.924 -0.424 -0.494
C -1.485 -4.680 1.164
O -2.262 -4.364 -0.018
C -1.870 -3.171 -0.409
N -1.020 -2.532 0.309
C -0.764 -3.359 1.516
C 0.688 -3.462 1.940
C 1.330 -2.291 2.335
C 2.599 -2.332 2.884
C 3.261 -3.543 3.021
C 2.637 -4.710 2.616
C 1.351 -4.672 2.096
C -2.483 -2.577 -1.599
C -3.350 -3.225 -2.462
C -3.874 -2.502 -3.529
C -3.535 -1.163 -3.689
C -2.665 -0.598 -2.774
N -2.146 -1.298 -1.763
C -2.239 0.797 -2.709
N -1.422 1.172 -1.785
C -1.229 2.630 -1.920
C -2.148 2.974 -3.127
O -2.717 1.700 -3.527
C 0.191 3.096 -2.183
C 1.274 2.233 -2.213
C 2.552 2.714 -2.466
C 2.751 4.064 -2.705
C 1.667 4.933 -2.684
C 0.395 4.454 -2.420
H -0.805 -5.483 0.896
H -2.167 -5.021 1.937
H -1.284 -2.863 2.345
H 0.811 -1.342 2.231
H 3.070 -1.421 3.230
H 4.251 -3.575 3.455
H 3.137 -5.663 2.722
H 0.891 -5.614 1.832
H -3.602 -4.262 -2.296
H -4.554 -2.976 -4.223
H -3.942 -0.563 -4.491
H -1.583 3.096 -0.996
H -1.583 3.365 -3.968
H -2.961 3.654 -2.886
H 1.125 1.176 -2.050
H 3.381 2.017 -2.486
H 3.740 4.444 -2.923
H 1.811 5.988 -2.877
H -0.444 5.142 -2.389
C -4.002 1.965 4.481
C -3.442 0.545 4.537
N -3.541 -0.156 3.241
C -4.608 -1.150 3.103
C -5.989 -0.522 2.941
C -2.746 0.184 2.241
S -3.091 -0.368 0.631
N -1.761 1.060 2.526
C -0.737 1.308 1.779
O -0.433 0.530 0.740
C 0.067 2.488 2.061
C -0.229 3.300 3.163
C 0.492 4.457 3.371
C 1.508 4.816 2.489
C 1.813 4.008 1.403
C 1.102 2.843 1.193
H -3.900 2.428 5.461
H -5.059 1.965 4.216
H -3.459 2.566 3.754
H -4.003 -0.047 5.257
H -2.399 0.568 4.846
H -4.583 -1.774 3.996
H -4.382 -1.775 2.243
H -6.281 0.020 3.840
H -6.726 -1.304 2.767
H -6.005 0.162 2.092
H -1.019 3.012 3.842
H 0.267 5.087 4.221
H 2.060 5.732 2.655
H 2.608 4.286 0.723
H 1.334 2.202 0.356
C 5.146 -0.171 -0.429
C 3.907 -0.559 0.354
C 3.703 0.335 1.556
O 2.683 -0.455 -0.460
P 2.467 -1.455 -1.677
S 3.008 -3.306 -1.300
S 0.455 -1.320 -2.148
O 3.259 -0.721 -2.832
C 3.231 -0.886 -4.290
C 2.942 -2.310 -4.721
C 2.252 0.114 -4.884
H 5.121 0.884 -0.706
H 5.253 -0.775 -1.327
H 6.023 -0.338 0.196
H 3.979 -1.604 0.653
H 2.809 0.054 2.118
H 3.606 1.372 1.237
H 4.568 0.259 2.215
H 4.245 -0.609 -4.579
H 1.920 -2.589 -4.456
H 3.627 -3.017 -4.258
H 3.052 -2.383 -5.803
H 1.228 -0.183 -4.655
H 2.371 0.153 -5.966
H 2.431 1.108 -4.474

Forces on atoms 1 to 6 (eV/Å):
0.3 -2.3 -2.2
0.3 0.0 0.2
-0.2 0.0 -0.2
0.4 -0.1 0.4
-0.2 0.4 -0.7
0.0 -0.1 0.2

Output
F_max, eV/Å: 4.25
E_tot, hartree: -4720.752787
2S+1: 2
Total charge: +2
E_HOMO (spin up / spin down), eV: -12.56 / -12.59
HOMO-LUMO gap (spin up / spin down), eV: 5.44 / 5.85
LUMO level (spin up / spin down), Eh: -0.26172 / -0.24779

***

What is the F_max in the second record? 0.39 eV/Å